Record 1
ORCA calculation (ωB97M-V/def2-TZVPD) on a 11-piece molecular cluster, C47H118N6O15 overall.

The geometry in ORCA input format:
```
! wB97M-V def2-TZVPD RIJCOSX def2/J DEFGRID3
* xyz 0 1
O 4.076 -6.247 0.107
O -0.116 -4.199 -4.204
O -4.449 -2.553 -1.926
O -0.834 -5.978 -0.957
O -1.239 4.766 2.522
O -2.514 5.004 -1.562
O 6.595 7.611 5.595
O -3.635 -3.034 1.955
O -1.209 -5.494 3.239
O 7.069 4.418 1.429
O 0.622 1.317 -4.134
O -8.117 7.132 0.638
O 4.384 -4.358 -2.411
O 2.994 0.075 -1.281
O 3.999 2.133 -3.537
N 8.082 5.811 3.884
N -5.611 5.803 0.215
N 1.868 0.182 -0.451
N -2.822 -3.814 4.720
N -4.553 -1.409 -2.747
N 1.556 -7.512 0.130
C 2.724 -8.393 -0.026
C 4.044 -7.628 -0.178
C 1.272 -3.915 -4.271
C 1.451 -6.562 -0.997
C 4.415 1.241 -4.563
C 2.772 -1.713 0.957
C 0.778 1.546 1.383
C -9.407 6.530 0.728
C 6.013 7.929 6.845
C 8.857 5.351 2.716
C -2.045 4.470 -2.779
C -5.676 -0.197 -4.543
C -3.890 4.792 -1.224
C 0.067 -6.054 3.096
C -0.589 5.099 1.274
C 4.981 -3.081 -2.218
C 6.522 3.315 0.716
C 1.879 1.457 0.327
C 0.088 -6.754 -1.686
C -1.921 -6.013 4.328
C -3.197 -5.213 4.576
C -3.606 0.734 -3.476
C 0.517 0.224 2.166
C 1.065 -2.112 -0.839
C -3.672 -0.301 -2.357
C -2.240 -0.790 -2.098
C 8.027 7.469 5.685
C 8.525 7.124 4.293
C 0.416 -0.868 1.142
C 4.265 -5.969 1.502
C -4.166 0.382 -1.071
C -5.822 -1.277 -3.473
C 0.405 0.128 -4.873
C -2.370 -3.266 1.378
C -6.121 -2.582 -4.186
C 3.220 1.669 1.060
C 1.580 -1.096 0.195
C -4.290 5.992 -0.372
C 8.282 4.096 2.120
C -4.981 1.053 -4.028
C -6.994 -0.901 -2.557
C -5.839 6.756 1.277
C -2.130 -5.896 -1.517
C -3.848 -2.835 4.407
C -7.273 6.709 1.709
C -3.639 -2.159 3.047
C 1.613 2.557 -0.706
H 1.124 0.164 -5.704
H -1.136 5.036 -2.999
H 2.490 -9.109 -0.823
H -3.681 -2.046 5.159
H -1.042 4.552 0.453
H 9.846 5.175 3.145
H -1.615 3.461 -2.700
H -3.840 -5.408 3.704
H 0.354 -1.768 -1.593
H -6.777 -0.401 -1.601
H 1.426 3.515 -0.220
H 0.673 -5.713 3.949
H -4.864 -3.187 4.565
H 4.695 2.178 -2.877
H 1.837 -3.734 -3.351
H -3.152 1.673 -3.147
H 0.628 -5.660 2.244
H -0.418 0.286 2.717
H 4.402 -4.855 -1.584
H 1.587 -5.507 -0.757
H -10.013 6.920 -0.085
H -3.432 0.999 -0.558
H 4.333 0.197 -4.229
H -7.516 -1.785 -2.176
H -0.946 5.414 3.169
H 3.656 -1.871 0.337
H -2.538 -4.883 -1.438
H 0.810 2.498 1.909
H -2.774 -1.481 3.003
H 2.787 -8.970 0.902
H -2.809 4.491 -3.557
H 7.348 2.849 0.171
H -5.456 -2.758 -5.034
H -1.984 -1.342 -3.010
H -0.226 1.597 0.930
H 0.571 -2.961 -0.359
H 5.080 -2.667 -3.222
H -7.535 5.693 2.030
H -2.984 0.438 -4.327
H -1.419 -0.082 -1.954
H 8.880 6.099 1.912
H -4.678 -0.291 -0.374
H 3.469 -6.380 2.124
H -7.711 -0.166 -2.929
H -4.481 4.759 -2.147
H -2.182 -1.382 -1.182
H -6.652 0.205 -4.830
H 8.426 7.935 3.561
H 3.636 2.631 0.751
H 1.462 -2.977 -4.818
H 0.162 -1.785 1.681
H 8.422 8.389 6.133
H -4.932 -2.274 -1.126
H -0.486 -0.646 0.554
H 0.684 -8.018 0.138
H -1.532 -3.232 2.076
H 3.802 1.331 -5.455
H 0.045 -7.136 2.932
H 4.355 -2.411 -1.627
H 4.411 -7.678 -1.209
H -5.543 7.803 1.112
H -5.204 -0.548 -5.463
H -3.910 3.833 -0.700
H 5.222 -6.404 1.803
H 2.698 0.021 -2.196
H 8.993 3.675 1.402
H -9.340 5.451 0.848
H -3.484 6.036 0.360
H 3.993 0.962 0.743
H -4.237 6.812 -1.098
H -0.648 6.157 1.015
H 2.183 -6.700 -1.804
H 7.139 5.983 3.533
H -2.873 -6.489 -0.969
H 4.304 -4.882 1.519
H 6.020 2.607 1.380
H 5.480 1.372 -4.767
H 0.434 4.785 1.488
H -2.421 -4.145 0.745
H 1.426 0.046 2.752
H -7.139 -2.572 -4.585
H -3.739 -5.683 5.401
H 1.934 -2.503 -1.378
H 0.015 -6.482 -2.749
H -2.074 -6.186 -2.568
H -5.652 1.561 -3.330
H -4.464 -1.433 2.949
H -2.047 -2.437 0.725
H -6.300 6.005 -0.505
H 2.472 -2.651 1.423
H 0.704 2.339 -1.270
H -1.314 -5.984 5.247
H 1.723 -4.708 -4.866
H 3.238 1.570 2.146
H 4.844 -8.164 0.347
H -6.052 -3.482 -3.573
H -5.253 6.460 2.157
H -0.483 -3.433 -3.742
H 5.435 7.048 7.140
H -5.037 1.007 -1.312
H -0.131 -7.837 -1.684
H 1.546 1.437 -3.905
H -4.903 1.684 -4.920
H -2.137 -7.078 4.165
H 5.995 -3.151 -1.819
H -9.886 6.949 1.624
H 8.257 6.698 6.429
H 5.292 8.750 6.794
H -7.536 7.341 2.567
H 2.426 2.600 -1.433
H -0.586 0.128 -5.318
H 5.786 3.801 0.078
H -1.962 -3.654 4.222
H 9.605 7.194 4.517
H 3.158 -1.000 1.689
H 7.926 3.418 2.904
H 0.619 -0.768 -4.283
H 6.685 8.216 7.657
*
```

Calculated values
Highest occupied orbital energy (eV): -8.0
Molar mass (g mol⁻¹): 1007.49
Structure (SMILES): CC1(C)CCCC(C)(C)N1O.CC1(C)CCCC(C)(C)N1O.COCCNCCOC.COCCNCCOC.COCCNCCOC.COCCNCCOC.CO.CO.CO.CO.CO
Total energy (eV): -90292.9512

Mulliken population analysis, charges in e, atoms 1 to 8: atom 1 (O): -0.16, atom 2 (O): -0.56, atom 3 (O): -0.20, atom 4 (O): 0.00, atom 5 (O): -0.54, atom 6 (O): -0.31, atom 7 (O): -0.33, atom 8 (O): -0.44

=====

Record 2
ORCA calculation (ωB97M-V/def2-TZVPD) on one molecule with the formula C3H5N3.

The geometry in ORCA input format:
```
! wB97M-V def2-TZVPD RIJCOSX def2/J DEFGRID3
* xyz 0 1
N 1.931 -0.075 -0.183
N -1.599 0.790 -0.152
N -0.096 -1.223 0.310
C -1.296 -1.575 0.172
C -0.336 0.965 -0.330
C 0.540 -0.140 0.000
H 2.357 -0.978 -0.015
H 2.383 0.618 0.403
H 0.110 1.862 -0.766
H -2.141 1.571 -0.519
H -1.855 -1.815 1.081
*
```

Calculated values
Highest occupied orbital energy (alpha / beta) (eV): -7.5 / -7.5
Molar mass (g mol⁻¹): 83.09
Total energy (eV): -7659.3267

natural (NBO) population analysis, charges in e, atoms 1 to 8: atom 1 (N): -0.81, atom 2 (N): -0.62, atom 3 (N): -0.39, atom 4 (C): 0.10, atom 5 (C): 0.05, atom 6 (C): 0.21, atom 7 (H): 0.38, atom 8 (H): 0.37